The following is a quantum chemistry calculation of C16H24As2F13O12Pt as an isolated structure, from the Open Molecules 2025 dataset.

highest occupied orbital energy (alpha / beta): -11.189 / -11.175 eV
multiplicity: 4
calculated total energy: -201800.9859 eV
LUMO (alpha / beta): -0.4 / -4.3 eV
expectation value of S²: 3.758
Kohn-Sham gap (alpha / beta): 10.75 / 6.90 eV

Geometry as XYZ:
```
68
Properties=species:S:1:pos:R:3:forces:R:3
Pt 3.017 0.205 16.418 -0.129 -0.523 -2.125
As -0.092 -2.033 16.499 -2.536 -3.253 1.427
F -1.071 -0.932 17.535 1.152 -1.334 -0.977
F 0.237 -3.111 18.019 -0.244 1.923 -2.461
F 0.835 -3.121 15.454 -0.108 1.384 1.219
F -0.384 -0.937 15.200 0.285 -0.145 0.030
F 1.362 -1.073 16.982 0.345 -0.130 0.195
F -1.487 -3.086 16.070 1.128 1.539 0.737
As 3.220 4.141 17.176 -3.407 2.113 1.768
F 2.894 5.884 17.541 0.822 -2.024 -0.695
F 2.558 3.795 18.822 1.024 -0.080 -1.846
F 3.389 2.291 16.938 0.165 0.821 0.048
F 3.771 4.510 15.567 -0.043 -0.624 0.920
F 4.874 4.185 17.837 -1.608 -0.242 -0.920
F 1.452 4.008 16.520 3.098 -0.086 0.890
F 3.096 -1.262 14.869 0.283 1.796 1.695
C -0.331 4.238 12.485 1.106 1.353 -0.192
C -0.858 3.067 13.243 -1.184 0.659 -1.004
C -0.761 1.773 12.603 -2.009 -2.066 -4.435
O 0.290 1.054 13.159 0.561 -1.775 -2.191
C 0.646 1.672 14.189 3.401 0.184 5.443
O 1.577 1.301 14.982 -3.015 1.425 -2.248
O -0.088 2.780 14.361 1.125 0.741 2.993
H -0.870 4.584 11.604 -0.399 -0.794 -0.120
H 0.705 4.082 12.184 0.143 -0.028 -0.018
H -0.352 5.142 13.093 0.182 -0.161 0.435
H -1.931 3.245 13.320 -0.014 0.135 1.540
H -0.640 1.923 11.530 0.675 -0.287 -0.194
H -1.645 1.135 12.609 -0.141 0.082 0.736
C 5.134 2.960 21.038 0.425 -0.320 -1.811
C 5.742 1.611 20.453 1.341 3.206 2.598
C 5.371 0.428 21.235 -0.083 -0.407 2.412
O 4.845 -0.428 20.324 -1.682 -2.710 -4.686
C 4.903 0.071 19.013 0.490 2.333 3.432
O 4.586 -0.457 17.978 -0.450 -0.398 0.340
O 5.377 1.343 19.136 -0.844 -1.418 -1.831
H 5.131 3.604 20.159 -0.575 0.193 -0.032
H 5.745 3.550 21.721 0.415 -0.783 0.294
H 4.129 2.876 21.451 0.008 -0.262 -0.278
H 6.826 1.698 20.528 0.117 0.300 -0.609
H 4.640 0.658 22.010 -0.373 0.002 -0.148
H 6.158 -0.112 21.761 0.466 0.315 -0.149
C 1.274 1.343 23.290 -0.360 -1.939 -1.038
C 1.363 0.209 22.173 -3.254 2.046 -0.401
C -0.066 -0.081 21.508 -0.310 0.404 0.920
O 0.119 0.190 20.114 -3.214 -2.301 0.022
C 1.286 0.586 19.882 2.168 1.859 0.247
O 1.790 0.838 18.833 0.741 -0.196 -1.167
O 1.870 0.912 21.049 3.166 -0.397 0.373
H 0.465 2.005 22.978 0.165 0.100 0.057
H 2.204 1.909 23.333 -0.026 -0.252 0.219
H 0.985 0.867 24.227 0.275 0.286 0.206
H 1.790 -0.758 22.439 0.855 0.391 -0.147
H -0.815 0.652 21.809 0.036 -0.101 0.372
H -0.485 -1.080 21.631 0.302 0.006 -0.108
C 6.175 1.816 10.972 -0.993 1.055 -0.761
C 5.669 2.464 12.282 -1.757 -1.069 -1.575
C 4.067 2.559 12.459 0.846 0.812 -1.269
O 3.892 2.257 13.820 -0.052 0.312 1.150
C 4.938 1.567 14.244 -0.961 -0.043 -1.869
O 5.007 0.982 15.288 -0.142 -0.735 1.166
O 5.816 1.472 13.253 2.082 -1.090 2.359
H 7.097 1.234 10.980 -0.037 0.224 0.728
H 6.315 2.616 10.246 0.190 0.125 -0.056
H 5.407 1.198 10.508 -0.073 -0.241 0.315
H 6.253 3.357 12.508 -0.314 0.092 0.331
H 3.544 1.774 11.912 0.341 -0.123 -0.368
H 3.562 3.500 12.244 0.412 0.122 0.111
```
Positions in Å, forces in eV/Å.